# C32H74F3N2O17P4

A 4-piece molecular cluster, C32H74F3N2O17P4 overall at a distorted geometry (the ωB97M-V functional and the def2-TZVPD basis, the Open Molecules 2025 dataset).

Summary:
- net charge = -1
- HOMO level (eV) = -4.01
- multiplicity = 1
- ΔE to the lowest compared entry with this formula, charge and spin (kcal per mole) = 0.0
- frontier orbital gap (eV) = 5.103
- total energy (eV) = -117482.3427

Each line ends with the Löwdin charge.
Element x y z (Å)
C  -2.9213  -1.7218  -8.0760  -0.055
C  -1.8036  -0.7177  -7.9360  -0.420
C  -1.5712  -0.1333  -6.5570  -0.035
N  -1.1623  -0.4049  -8.9868  0.122
C  0.3111  -0.2061  -8.8127  -0.376
O  0.9532  -0.9435  -7.8329  -0.239
P  1.2117  -2.5785  -8.3562  0.605
C  3.0975  -2.3342  -8.5752  -0.160
C  3.8151  -3.4780  -9.2922  -0.324
O  3.3055  -3.7766  -10.5807  -0.005
C  3.9484  -4.7840  -8.4764  -0.557
F  3.0429  -5.7193  -8.7609  0.144
F  5.1657  -5.3519  -8.8335  0.060
F  4.0269  -4.5966  -7.1551  0.140
O  1.4354  -3.2952  -6.7634  -0.339
C  1.6476  -2.4225  -5.6962  -0.295
C  2.0528  -3.2829  -4.4676  -0.191
N  2.8977  -2.6004  -3.4952  -0.062
C  2.2197  -1.6795  -2.6110  -0.181
C  2.2063  -0.1981  -3.0574  -0.396
C  0.8612  0.2898  -3.6702  -0.039
O  3.3046  0.1290  -3.9043  -0.044
O  0.8689  -2.1154  -10.0041  -0.260
C  0.9134  -0.7383  -10.1525  -0.440
C  0.2378  -0.2119  -11.4196  -0.052
H  -3.2065  -1.7201  -9.1290  0.075
H  -3.7957  -1.4726  -7.4677  0.061
H  -2.5431  -2.7209  -7.8609  0.070
H  -1.1458  -0.9243  -5.9325  0.068
H  -2.5606  0.0801  -6.1457  0.071
H  -0.9412  0.7487  -6.5936  0.072
H  0.4205  0.8785  -8.6504  0.140
H  1.3205  -3.9221  -8.8553  0.033
H  -0.1905  -2.8881  -8.1694  0.035
H  3.3135  -1.4165  -9.1271  0.077
H  3.5924  -2.2304  -7.6057  0.079
H  4.8521  -3.1513  -9.4307  0.143
H  4.0533  -3.7993  -11.1776  0.088
H  2.4708  -1.7151  -5.8490  0.104
H  0.7181  -1.9157  -5.4016  0.083
H  2.6109  -4.1375  -4.8576  0.104
H  1.1624  -3.6884  -3.9826  0.110
H  3.7290  -2.2073  -3.9086  0.099
H  2.6060  -1.7102  -1.5876  0.101
H  1.1784  -2.0003  -2.5522  0.106
H  2.3191  0.4039  -2.1428  0.096
H  0.5846  1.2506  -3.2321  0.057
H  1.0609  0.4723  -4.7292  0.075
H  0.0793  -0.4564  -3.5636  0.069
H  3.2218  1.0675  -4.0832  0.084
H  1.9184  -0.2749  -10.1752  0.117
H  -0.1966  -1.0355  -11.9839  0.074
H  0.9649  0.2904  -12.0647  0.058
H  -0.5213  0.5381  -11.1958  0.058
O  1.2012  -1.4404  1.1528  -0.210
P  0.4317  -1.0376  2.3611  0.587
O  1.4242  -1.5416  3.5724  -0.215
C  2.6443  -0.8312  3.7927  -0.279
C  2.4143  0.5342  4.4189  -0.076
O  -0.7009  -2.2191  2.3664  -0.237
C  -0.9800  -3.0077  1.2071  -0.275
C  -0.2274  -4.3202  1.2583  -0.071
O  -0.4587  -0.0860  3.3335  -0.220
C  -1.5216  -0.5366  4.1838  -0.257
C  -1.0983  -1.4912  5.2753  -0.071
H  3.1903  -0.7346  2.8495  0.111
H  3.2452  -1.4486  4.4607  0.115
H  1.8928  1.2038  3.7304  0.061
H  3.3652  0.9982  4.6847  0.078
H  1.7987  0.4478  5.3148  0.072
H  -0.7596  -2.4570  0.2944  0.105
H  -2.0553  -3.2008  1.2112  0.116
H  0.8388  -4.1624  1.4180  0.077
H  -0.3630  -4.8814  0.3329  0.079
H  -0.5870  -4.9296  2.0899  0.073
H  -2.3352  -0.9466  3.5875  0.113
H  -1.9162  0.3698  4.6488  0.119
H  -0.7669  -2.4488  4.8788  0.071
H  -1.9376  -1.6785  5.9474  0.069
H  -0.2748  -1.0769  5.8561  0.075
O  -1.9799  -0.6489  8.7708  -0.213
P  -2.7828  0.2385  9.6473  0.559
O  -2.1093  0.0860  11.1300  -0.207
C  -0.8060  0.6329  11.3519  -0.278
C  -0.8203  2.1502  11.4146  -0.081
O  -4.1307  -0.6679  9.8402  -0.238
C  -4.4187  -1.7922  9.0079  -0.276
C  -3.9782  -3.0784  9.6744  -0.071
O  -3.5733  1.6229  9.9200  -0.211
C  -4.8380  1.7346  10.5887  -0.258
C  -4.8278  1.2890  12.0326  -0.074
H  -0.1227  0.2851  10.5722  0.112
H  -0.4578  0.2274  12.3014  0.117
H  -1.0792  2.5832  10.4457  0.071
H  0.1600  2.5303  11.7043  0.078
H  -1.5621  2.4997  12.1327  0.072
H  -3.9688  -1.6779  8.0233  0.099
H  -5.5014  -1.8060  8.8639  0.117
H  -2.9329  -3.0315  9.9790  0.076
H  -4.1095  -3.9280  9.0029  0.078
H  -4.5649  -3.2562  10.5775  0.075
H  -5.6137  1.2271  10.0188  0.114
H  -5.0834  2.7978  10.5532  0.120
H  -4.6641  0.2181  12.1304  0.071
H  -5.7877  1.5273  12.4939  0.082
H  -4.0366  1.7925  12.5887  0.073
O  1.9960  3.8141  2.0815  -0.219
P  1.2865  4.8573  1.2977  0.556
O  -0.2160  4.9109  1.9435  -0.207
C  -0.3782  5.4305  3.2644  -0.281
C  -0.2046  6.9386  3.3163  -0.083
O  1.0108  4.0560  -0.0965  -0.232
C  1.6790  2.8330  -0.4192  -0.265
C  0.8168  1.6441  -0.0624  -0.078
O  1.2441  6.3010  0.5687  -0.214
C  0.6331  6.5648  -0.7040  -0.257
C  -0.8601  6.3378  -0.7434  -0.073
H  0.3234  4.9372  3.9434  0.110
H  -1.3865  5.1638  3.5803  0.117
H  0.8250  7.2257  3.0912  0.070
H  -0.4532  7.3185  4.3083  0.076
H  -0.8437  7.4258  2.5801  0.073
H  2.6533  2.7787  0.0626  0.110
H  1.8570  2.8456  -1.4970  0.111
H  0.4827  1.6887  0.9781  0.064
H  1.3606  0.7116  -0.2164  0.051
H  -0.0835  1.6266  -0.6797  0.084
H  1.1426  6.0121  -1.4904  0.115
H  0.8315  7.6205  -0.8991  0.119
H  -1.1186  5.2871  -0.6316  0.072
H  -1.2554  6.6822  -1.7003  0.083
H  -1.3574  6.8839  0.0589  0.073

Force components x, y, z for each atom (eV/Å):
C -0.53 0.94 -0.47
C -0.40 0.48 -0.15
C -0.04 -1.24 -0.22
N 0.68 -1.79 0.73
C -0.85 1.10 -1.31
O -0.23 0.44 0.36
P -0.88 -3.09 -0.65
C -0.29 0.07 0.10
C 0.06 0.44 0.21
O -0.15 -0.03 0.11
C 0.62 -0.04 -0.71
F 0.01 0.19 0.40
F -0.22 -0.05 0.13
F -0.15 -0.12 -0.16
O 0.29 1.26 -0.12
C -0.04 -1.32 1.16
C 0.59 0.18 -0.81
N -0.47 -0.48 0.70
C 0.19 0.38 -0.52
C -0.95 0.86 0.72
C 1.15 -0.04 -0.38
O 0.06 -0.46 0.12
O 0.68 0.79 -0.15
C -0.30 1.39 0.47
C 0.11 0.03 -0.13
H -0.06 -0.09 0.01
H 0.04 -0.24 0.12
H 0.11 0.06 0.26
H 0.23 0.27 0.17
H 0.06 0.27 0.05
H 0.10 -0.04 0.14
H 0.72 -0.06 -0.02
H 0.25 0.17 0.03
H -0.01 0.54 0.07
H 0.00 -0.05 -0.07
H -0.09 0.09 0.02
H 0.07 -0.10 0.27
H 0.04 -0.09 -0.13
H -0.22 0.25 -0.22
H 0.15 0.48 -0.35
H -0.01 0.00 -0.03
H 0.05 0.05 0.18
H -0.06 0.11 -0.11
H 0.24 -0.15 -0.09
H 0.01 -0.04 0.15
H 0.16 -0.23 0.03
H -0.27 -0.11 0.10
H -0.36 -0.20 -0.11
H -0.20 0.17 0.00
H 0.12 0.09 -0.17
H 0.32 -0.66 0.11
H -0.19 0.04 0.08
H 0.08 -0.17 -0.04
H -0.20 -0.22 0.08
O -0.15 3.46 -0.76
P -0.87 -6.21 3.30
O -0.09 0.62 -0.34
C 0.20 0.12 0.06
C -0.15 0.04 -0.11
O -0.21 0.67 -0.04
C 0.06 -0.34 -0.10
C 0.07 -0.12 0.16
O 1.23 1.61 -2.13
C -0.82 0.02 0.34
C 0.35 -0.24 -0.07
H -0.02 -0.05 0.00
H -0.09 -0.11 -0.03
H 0.08 0.04 0.01
H 0.01 -0.03 -0.03
H 0.04 -0.03 0.04
H 0.16 0.05 0.06
H -0.01 0.09 0.13
H 0.01 0.13 -0.15
H -0.02 0.02 -0.01
H -0.05 0.00 -0.03
H 0.17 -0.12 -0.15
H 0.24 0.14 -0.14
H -0.02 0.03 -0.10
H -0.03 0.16 -0.01
H -0.08 0.05 0.07
O 0.70 2.89 -1.49
P -2.85 -4.08 4.08
O 0.01 0.53 -0.67
C 0.26 0.12 0.06
C -0.10 0.02 -0.14
O 0.04 0.55 -0.16
C -0.01 -0.35 0.05
C 0.03 -0.05 0.19
O 1.97 0.27 -1.88
C -0.78 0.32 0.14
C 0.29 -0.24 0.10
H -0.04 -0.05 0.00
H -0.12 -0.10 -0.01
H 0.05 0.01 0.02
H 0.01 -0.04 0.00
H 0.03 -0.02 0.06
H 0.16 0.05 0.07
H 0.00 0.12 0.08
H 0.05 0.06 -0.17
H -0.02 0.01 -0.01
H -0.04 -0.01 -0.03
H 0.17 -0.21 -0.04
H 0.27 0.03 -0.13
H -0.01 -0.02 -0.08
H -0.01 0.09 -0.09
H -0.05 0.08 0.00
O 1.84 2.63 0.89
P -4.44 -3.36 -3.20
O 0.70 0.40 0.03
C -0.04 0.09 0.23
C 0.14 0.01 -0.08
O 0.22 0.60 0.16
C -0.14 -0.40 0.01
C -0.16 -0.09 0.01
O 1.83 -0.03 2.04
C -0.06 0.37 -0.77
C -0.15 -0.24 0.28
H -0.01 -0.04 -0.04
H -0.01 -0.09 -0.12
H -0.02 0.01 0.04
H -0.01 -0.04 0.01
H -0.06 -0.01 0.03
H -0.06 0.07 0.15
H -0.08 0.14 -0.01
H 0.18 0.09 0.04
H -0.06 0.02 0.04
H 0.03 -0.01 -0.05
H 0.01 -0.22 0.16
H 0.12 0.00 0.28
H 0.08 -0.03 -0.02
H 0.10 0.07 -0.01
H 0.01 0.08 -0.05